Run i
{"formula": "C4H14N2O", "method": "ωB97M-V/def2-TZVPD", "elements": ["C", "C", "C", "C", "N", "N", "H", "H", "H", "H", "H", "H", "H", "H", "H", "H", "H", "H", "H", "H", "O"], "coordinates": [[-0.7099, 1.7576, 0.3284], [0.6319, 1.1411, 0.0502], [0.8970, -0.2935, 0.4332], [2.0745, -0.8483, 0.1548], [2.3634, -2.1626, 0.7607], [-1.6416, 1.5464, -0.8409], [-1.1253, 1.3223, 1.2400], [-0.6567, 2.8352, 0.4590], [0.9633, 1.3220, -0.9788], [1.4080, 1.6249, 0.6695], [0.2539, -0.9041, 1.0540], [2.8957, -0.5449, -0.4790], [3.1582, -2.6737, 0.3539], [2.6296, -2.1006, 1.7487], [1.6480, -2.8929, 0.6717], [-1.2343, 1.7302, -1.7555], [-2.0929, 0.5865, -0.8578], [-2.4683, 2.1460, -0.7492], [-3.0062, -1.5907, -1.4334], [-3.3369, -0.9808, -0.0815], [-2.6514, -1.0200, -0.7480]], "e_lumo_ev": -6.6, "charge": 2, "homo_lumo_gap_ha": 0.4286}

=====

Run ii
{"formula": "C4H14N2O", "method": "ωB97M-V/def2-TZVPD", "elements": ["C", "C", "C", "C", "N", "N", "H", "H", "H", "H", "H", "H", "H", "H", "H", "H", "H", "H", "H", "H", "O"], "coordinates": [[0.6952, 0.7489, -0.0093], [0.2057, -0.6068, 0.3766], [-0.5685, -0.3690, 1.7741], [-2.8600, -0.3873, 2.7503], [-2.0086, -0.6080, 1.7698], [1.2426, 0.6029, -1.3921], [0.0640, 1.6909, 0.0896], [1.5069, 1.0828, 0.6866], [-0.4656, -0.9426, -0.3559], [1.0400, -1.3243, 0.5881], [-0.0154, -0.8651, 2.5081], [-0.5216, 0.7413, 1.8849], [-2.5531, -0.1300, 3.8002], [-3.9336, -0.4504, 2.5211], [-2.3504, -0.8796, 0.7843], [0.7274, -0.1822, -1.9727], [2.2417, 0.4604, -1.4480], [1.1344, 1.4217, -2.0299], [1.9867, 0.7780, -4.3721], [2.4687, -0.8085, -4.1827], [1.9636, 0.0269, -3.7711]], "e_lumo_ev": -8.4, "charge": 2, "homo_lumo_gap_ha": 0.3740}

=====

Run iii
{"formula": "C4H14N2O", "method": "ωB97M-V/def2-TZVPD", "elements": ["C", "C", "C", "C", "N", "N", "H", "H", "H", "H", "H", "H", "H", "H", "H", "H", "H", "H", "H", "H", "O"], "coordinates": [[-0.5319, 0.7498, -1.4401], [-0.2492, -0.0469, -0.1654], [1.1235, -0.6733, -0.1118], [2.0106, -0.9095, -1.0555], [1.6215, -0.7175, 1.3068], [-2.0670, 0.7616, -1.6486], [-0.3263, 1.8079, -1.4074], [-0.1568, 0.2672, -2.3349], [-0.3760, 0.6028, 0.6815], [-0.9320, -0.8816, -0.2143], [2.9306, -1.4472, -0.8601], [1.7388, -0.9089, -2.0859], [2.4605, -0.1314, 1.3522], [1.8204, -1.6361, 1.7139], [0.9785, -0.2581, 1.9806], [-2.5317, 0.0106, -1.1425], [-2.4952, 1.6461, -1.3777], [-2.3811, 0.7042, -2.6265], [-1.0154, -0.3927, 3.3714], [-0.7631, 1.1156, 3.3174], [-0.8589, 0.3375, 2.7469]], "e_lumo_ev": -6.6, "charge": 2, "homo_lumo_gap_ha": 0.4383}

=====

Which is most stable? The ranking, best first, is run i, run iii, run ii.

=====

Run i
{"formula": "C4H11N2OS", "method": "ωB97M-V/def2-TZVPD", "elements": ["N", "C", "C", "O", "N", "C", "C", "S", "H", "H", "H", "H", "H", "H", "H", "H", "H", "H", "H"], "coordinates": [[2.0494, -1.8518, 0.2535], [0.9801, -1.0106, -0.3240], [-0.1024, -1.0029, 0.7637], [0.1615, -1.6349, 1.7826], [-1.2153, -0.3220, 0.5303], [-1.5041, 0.5282, -0.6349], [-0.8274, 1.8967, -0.6184], [-0.6612, 2.5067, 1.0828], [2.8578, -1.3049, 0.5497], [1.6002, -2.2110, 1.1439], [2.4141, -2.5991, -0.3334], [1.3469, -0.0528, -0.6652], [0.5694, -1.4931, -1.1953], [-1.9415, -0.3358, 1.2332], [-1.2362, 0.0190, -1.5578], [-2.5807, 0.6389, -0.6331], [0.1712, 1.8530, -1.0431], [-1.4420, 2.5628, -1.2022], [-0.6399, 3.8137, 0.8677]], "smiles": "[NH3+]CC(=O)NCCS", "e_lumo_ev": -3.4, "charge": 1, "homo_lumo_gap_ha": 0.3323}

=====

Run ii
{"formula": "C4H11N2OS", "method": "ωB97M-V/def2-TZVPD", "elements": ["N", "C", "O", "C", "N", "C", "C", "S", "H", "H", "H", "H", "H", "H", "H", "H", "H", "H", "H"], "coordinates": [[0.2535, -2.5413, 1.1274], [-0.5145, -1.8807, 0.2655], [-1.6195, -2.2190, -0.1212], [0.0726, -0.5920, -0.3316], [-0.7866, -0.3198, -1.5271], [0.0044, 0.5919, 0.6431], [0.7870, 1.8027, 0.1257], [-0.0007, 3.2928, 0.7904], [-0.1022, -3.3810, 1.5593], [1.0904, -2.0977, 1.4729], [1.1056, -0.7318, -0.6558], [-1.4074, -1.1312, -1.6651], [-0.2296, -0.1575, -2.3672], [-1.3630, 0.5060, -1.3600], [0.4532, 0.2572, 1.5711], [-1.0308, 0.8037, 0.9173], [1.8224, 1.7060, 0.4076], [0.7841, 1.8685, -0.9610], [0.6812, 4.2232, 0.1089]], "smiles": "NC(=O)[C@@H]([NH3+])CCS", "e_lumo_ev": -3.4, "charge": 1, "homo_lumo_gap_ha": 0.3412}

=====

Which is most stable? The ranking, best first, is run ii, run i.

=====

Run i
{"formula": "C4H4ClOP", "method": "ωB97M-V/def2-TZVPD", "elements": ["H", "P", "C", "O", "C", "C", "C", "Cl", "H", "H", "H"], "coordinates": [[-2.4600, -1.0050, -1.7245], [-2.5294, -0.6565, -0.3363], [-0.9841, 0.0702, -0.0276], [-0.6912, -0.0031, 1.3535], [0.6296, -0.0166, 1.5393], [1.3231, 0.0677, 0.3621], [0.3032, 0.1780, -0.7977], [0.8039, 1.7992, -1.6732], [0.8680, 0.0136, 2.5103], [2.4403, 0.0005, 0.4032], [0.2967, -0.4480, -1.6091]], "smiles": "[H]/P=C1/OC=C[C@@H]1Cl", "e_lumo_ev": -1.0, "homo_lumo_gap_ha": 0.2819}

=====

Run ii
{"formula": "C4H4ClOP", "method": "ωB97M-V/def2-TZVPD", "elements": ["O", "C", "C", "C", "C", "P", "Cl", "H", "H", "H", "H"], "coordinates": [[-2.2160, -1.8771, 0.3719], [-1.2384, -1.3231, 0.0311], [-0.0354, -1.2186, -0.4121], [0.6612, 0.1400, -0.5589], [0.9242, 1.1203, 0.4998], [-0.4504, 1.7149, -0.5801], [-2.0342, 1.1308, 0.4964], [0.4110, -2.2758, -0.5255], [1.3324, 0.1787, -1.3892], [0.7232, 0.8504, 1.4592], [1.9224, 1.5595, 0.6074]], "smiles": "O=C=C[C@@H]1CP1Cl", "e_lumo_ev": 0.5, "homo_lumo_gap_ha": 0.3352}

=====

Which is most stable? The ranking, best first, is run ii, run i.

=====

Run i
{"formula": "C3H10NS", "method": "ωB97M-V/def2-TZVPD", "elements": ["C", "N", "H", "H", "H", "H", "C", "S", "C", "H", "H", "H", "H", "H", "H"], "coordinates": [[-1.4316, 0.5922, 0.0236], [-1.8678, -0.0822, -1.1046], [-1.4446, 1.6708, -0.0802], [-1.7358, 0.2246, 0.9977], [-2.4196, 0.4986, -1.7211], [-2.3912, -0.9289, -0.9272], [1.3752, -0.8144, -1.1414], [0.5883, 0.5810, 0.2410], [0.9271, -0.7576, 1.7797], [0.4617, -1.1094, -1.6440], [1.9001, -1.5739, -0.5886], [1.8900, 0.0269, -1.5763], [1.3744, 0.0333, 2.3662], [-0.0289, -1.2357, 1.9052], [1.7626, -1.3095, 1.3746]], "e_lumo_ev": -4.1, "charge": 1, "homo_lumo_gap_ha": 0.3761}

=====

Run ii
{"formula": "C3H10NS", "method": "ωB97M-V/def2-TZVPD", "elements": ["N", "C", "C", "C", "S", "H", "H", "H", "H", "H", "H", "H", "H", "H", "H"], "coordinates": [[1.6312, -0.5965, 1.2882], [0.9256, -0.5347, -0.0558], [-0.1166, 0.5590, -0.0659], [-1.4715, -0.0150, -0.6691], [-2.0022, 1.1294, -1.9632], [1.0152, -0.9066, 1.9892], [2.4358, -1.2694, 1.1967], [2.0815, 0.3854, 1.6125], [0.4381, -1.5359, -0.3810], [1.5769, -0.4100, -0.8246], [0.2410, 1.3403, -0.8137], [-0.3506, 1.0557, 0.9238], [-2.3075, -0.1135, 0.0161], [-1.3722, -1.0128, -1.0844], [-2.7248, 1.9246, -1.1688]], "smiles": "[NH3+]CCCS", "e_lumo_ev": -4.1, "charge": 1, "homo_lumo_gap_ha": 0.3021}

=====

Which is most stable? The ranking, best first, is run ii, run i.

=====

Run i
{"formula": "C3H10NS", "method": "ωB97M-V/def2-TZVPD", "elements": ["C", "C", "C", "N", "S", "H", "H", "H", "H", "H", "H", "H", "H", "H", "H"], "coordinates": [[-3.2932, 0.0196, 0.0734], [3.6311, 0.3453, -0.4629], [-1.8716, 0.0697, 0.3789], [-0.9874, -0.6168, -0.2398], [2.1856, -0.3724, 0.3604], [-3.6397, 1.0209, -0.1958], [-3.5309, -0.6765, -0.7272], [-3.8591, -0.2372, 0.9708], [3.6491, -0.0569, -1.4703], [4.5238, 0.0432, 0.0761], [3.5365, 1.4276, -0.4873], [-1.5389, 0.7492, 1.1571], [2.4308, 0.0877, 1.5821], [0.0209, -0.5369, -0.0394], [-1.2570, -1.2665, -0.9759]], "e_lumo_ev": -4.5, "charge": 1, "homo_lumo_gap_ha": 0.3094}

=====

Run ii
{"formula": "C3H10NS", "method": "ωB97M-V/def2-TZVPD", "elements": ["C", "N", "C", "C", "S", "H", "H", "H", "H", "H", "H", "H", "H", "H", "H"], "coordinates": [[1.8717, -0.8868, -0.1345], [0.5016, -0.5508, -0.4285], [0.0511, 0.8204, 0.2298], [-1.5025, 0.9797, -0.0490], [-2.5116, -0.5290, -0.1199], [1.9439, -1.9088, 0.1588], [2.5798, -0.6288, -1.0482], [2.1152, -0.2296, 0.6990], [0.4491, -0.4982, -1.4705], [-0.3137, -1.2180, -0.0797], [0.2289, 0.8202, 1.3371], [0.6574, 1.6293, -0.1903], [-1.8252, 1.5997, 0.8140], [-1.6748, 1.4797, -1.0231], [-2.5707, -0.8790, 1.3051]], "smiles": "C[NH2+]CCS", "e_lumo_ev": -3.4, "charge": 1, "homo_lumo_gap_ha": 0.3873}

=====

Which is most stable? The ranking, best first, is run i, run ii.